The following is a DFT calculation (wB97M-V/def2-TZVPD) of C45H81AsMnP3Si4 as an isolated structure.

CARTESIAN COORDINATES (ANGSTROEM)
Mn (0.017, -0.221, 0.426)
C (-1.840, -1.169, 4.002)
C (-1.393, 0.294, 3.892)
C (-1.478, 1.038, 5.223)
P (0.190, 0.369, 2.955)
C (1.466, -0.616, 3.876)
C (1.473, -0.554, 5.406)
C (1.387, -2.091, 3.472)
C (0.760, 2.095, 3.025)
C (1.231, 2.679, 4.207)
C (1.669, 3.995, 4.224)
C (1.649, 4.752, 3.058)
C (1.189, 4.185, 1.880)
C (0.731, 2.860, 1.846)
Si (0.077, 2.235, 0.217)
C (-1.554, 3.044, -0.147)
C (-1.757, 4.432, -0.155)
C (-2.998, 4.959, -0.472)
C (-4.063, 4.108, -0.768)
C (-3.882, 2.739, -0.752)
C (-2.625, 2.204, -0.450)
P (-2.310, 0.419, -0.424)
C (-2.412, -0.101, -2.215)
C (-3.196, 0.811, -3.157)
C (-2.846, -1.552, -2.383)
C (-3.672, -0.233, 0.675)
C (-4.947, -0.753, 0.003)
C (-4.054, 0.825, 1.733)
C (1.286, 2.695, -1.113)
C (1.159, 3.837, -1.913)
C (2.182, 4.207, -2.774)
C (3.344, 3.445, -2.839)
C (3.474, 2.300, -2.068)
C (2.440, 1.910, -1.214)
P (2.451, 0.370, -0.251)
C (3.734, 0.600, 1.056)
C (4.179, -0.748, 1.630)
C (4.930, 1.472, 0.676)
C (2.892, -0.931, -1.481)
C (4.352, -1.054, -1.915)
C (1.969, -0.709, -2.688)
H (-2.918, -1.224, 4.184)
H (-1.344, -1.678, 4.833)
H (-1.629, -1.734, 3.091)
H (-2.074, 0.794, 3.209)
H (-0.823, 0.615, 5.986)
H (-2.505, 0.960, 5.594)
H (-1.253, 2.099, 5.116)
H (2.405, -0.193, 3.513)
H (0.578, -1.010, 5.830)
H (1.575, 0.449, 5.812)
H (2.331, -1.130, 5.764)
H (1.237, -2.242, 2.406)
H (2.307, -2.608, 3.762)
H (0.561, -2.581, 3.991)
H (1.259, 2.114, 5.130)
H (2.031, 4.427, 5.152)
H (1.994, 5.780, 3.069)
H (1.207, 4.778, 0.966)
H (-0.951, 5.111, 0.109)
H (-3.141, 6.034, -0.487)
H (-5.038, 4.518, -1.005)
H (-4.726, 2.093, -0.969)
H (-1.361, -0.031, -2.505)
H (-4.271, 0.781, -2.951)
H (-3.049, 0.440, -4.177)
H (-2.863, 1.847, -3.128)
H (-3.927, -1.646, -2.291)
H (-2.370, -2.217, -1.666)
H (-2.582, -1.892, -3.385)
H (-3.193, -1.063, 1.191)
H (-5.347, -0.052, -0.735)
H (-5.710, -0.878, 0.777)
H (-4.812, -1.716, -0.474)
H (-4.853, 1.465, 1.359)
H (-3.239, 1.487, 2.019)
H (-4.425, 0.318, 2.629)
H (0.254, 4.436, -1.873)
H (2.075, 5.090, -3.395)
H (4.151, 3.738, -3.499)
H (4.383, 1.719, -2.147)
H (3.170, 1.135, 1.827)
H (4.920, -1.227, 0.988)
H (3.347, -1.439, 1.753)
H (4.644, -0.599, 2.610)
H (5.539, 1.008, -0.107)
H (5.563, 1.581, 1.562)
H (4.641, 2.470, 0.352)
H (2.593, -1.858, -0.993)
H (4.660, -0.222, -2.551)
H (4.462, -1.967, -2.510)
H (5.044, -1.127, -1.077)
H (2.029, -1.551, -3.374)
H (2.246, 0.193, -3.234)
H (0.924, -0.603, -2.391)
C (1.405, -6.566, -0.229)
Si (1.395, -4.963, 0.704)
C (0.922, -5.328, 2.474)
C (3.135, -4.315, 0.641)
As (-0.203, -3.408, -0.213)
Si (-2.136, -4.691, 0.440)
C (-3.552, -4.590, -0.762)
C (-2.756, -4.092, 2.081)
C (-1.716, -6.482, 0.633)
Si (0.093, -4.182, -2.479)
C (1.922, -4.352, -2.825)
C (-0.696, -5.849, -2.654)
C (-0.651, -3.079, -3.783)
H (2.156, -7.205, 0.257)
H (1.693, -6.460, -1.279)
H (0.446, -7.088, -0.184)
H (0.674, -6.393, 2.578)
H (0.061, -4.751, 2.819)
H (1.764, -5.120, 3.143)
H (3.804, -5.186, 0.698)
H (3.361, -3.673, 1.490)
H (3.384, -3.773, -0.279)
H (-4.210, -3.746, -0.541)
H (-4.138, -5.511, -0.628)
H (-3.264, -4.529, -1.816)
H (-3.109, -3.058, 2.044)
H (-2.009, -4.176, 2.877)
H (-3.612, -4.726, 2.359)
H (-1.425, -6.949, -0.314)
H (-2.631, -6.981, 0.984)
H (-0.931, -6.665, 1.375)
H (2.544, -4.459, -1.933)
H (2.304, -3.505, -3.403)
H (2.068, -5.255, -3.438)
H (-0.189, -6.612, -2.051)
H (-0.613, -6.147, -3.710)
H (-1.759, -5.851, -2.392)
H (-0.812, -2.045, -3.470)
H (-1.608, -3.494, -4.117)
H (0.026, -3.068, -4.651)

Charge ... +2
Lowest unoccupied orbital energy (spin up / spin down) ... -0.2163 / -0.1861 Eh
Multiplicity ... 5

Here are the Mulliken charges for atoms 1 to 99, given in e: 0.7749 -1.0294 2.5042 -1.6459 -0.1618 1.3449 -1.6900 -1.8682 -0.1382 -0.1434 -1.1586 -0.9629 -0.5714 0.2850 1.6478 0.7797 -0.1596 -1.0023 -0.9178 -0.4193 -0.5960 0.1862 1.8890 -1.8005 -2.1849 3.6543 -0.9629 -1.9473 0.2950 -0.1230 -0.9532 -1.0124 -0.1223 -0.3288 0.1261 1.2426 -1.1476 -1.6565 2.4730 -1.4935 -1.9219 0.5491 0.3605 -0.2514 -1.4526 0.2774 0.4979 0.4226 0.3951 0.3464 0.3613 0.4766 -0.3761 0.6256 0.5724 0.1976 0.4491 0.4781 0.4644 0.4016 0.4546 0.4697 0.4396 -0.6577 0.3176 0.4871 0.4056 0.5252 0.0362 0.7736 -2.1010 0.1089 0.5554 -0.0673 0.4643 0.3875 0.5841 0.5018 0.4557 0.4706 0.3480 -0.3126 0.3976 -0.1921 0.5060 0.2722 0.5237 0.3571 -1.4934 0.3403 0.4171 0.3511 0.5793 0.4271 0.2384 -1.4342 0.5784 -1.3926 -1.2583